Entry 1:
ORCA calculation (wB97M-V/def2-TZVPD) on 2 unconnected molecules or ions with the total composition C4H7NO3 at a distorted geometry.

The geometry in ORCA input format:
```
! RIJCOSX wB97M-V def2-TZVPD def2/J DEFGRID3
* xyz 1 2
C 3.307 0.217 0.300
N 3.540 -0.923 -0.313
C -0.490 0.398 -0.211
C -1.928 0.430 -0.714
C -2.988 -0.334 -0.205
O -2.394 -1.088 0.855
O -4.223 -0.224 -0.330
O 2.101 0.661 0.374
H 4.144 0.772 0.732
H 4.465 -1.143 -0.453
H -0.328 1.205 0.521
H -0.111 -0.527 0.264
H 0.180 0.582 -1.062
H -2.249 1.296 -1.278
H -3.026 -1.321 1.520
*
```

Values from the calculation:
E_HOMO (alpha / beta)	-14.7 / -14.2	eV
relative energy (zero: lowest compared OMol25 entry of this formula, charge and spin)	4.0618	eV
frontier orbital gap (alpha / beta)	5.9 / 5.4	eV
<S²>	0.785

Atom charges from the natural (NBO) analysis, given in e for atoms 1 to 8: atom 1 (C): 0.377, atom 2 (N): -0.391, atom 3 (C): -0.746, atom 4 (C): 0.376, atom 5 (C): 0.573, atom 6 (O): -0.639, atom 7 (O): -0.335, atom 8 (O): -0.460

---

Entry 2:
ORCA calculation (wB97M-V/def2-TZVPD) on C4H7NO3S in the gas phase at a distorted geometry.

The geometry in ORCA input format:
```
! RIJCOSX wB97M-V def2-TZVPD def2/J DEFGRID3
* xyz 0 3
C 0.023 -1.269 0.977
C 0.346 -1.053 -0.445
C -1.020 -0.455 1.381
C 0.075 0.277 -2.367
N -0.309 -0.162 -1.060
O 1.682 0.757 1.686
O -0.372 1.844 2.490
O 0.035 1.549 0.077
S 0.285 1.154 1.447
H 0.665 -1.956 1.633
H 1.280 -1.478 -0.661
H -1.572 -0.137 0.502
H -1.613 -0.550 2.357
H -0.887 0.546 -3.058
H 0.615 1.323 -2.204
H 0.766 -0.390 -2.754
*
```

Values from the calculation:
E_HOMO (alpha / beta)	-7.8 / -10.2	eV
relative energy (zero: lowest compared OMol25 entry of this formula, charge and spin)	3.5655	eV
frontier orbital gap (alpha / beta)	8.4 / 6.6	eV
<S²>	2.017

Atom charges from the natural (NBO) analysis, given in e for atoms 1 to 8: atom 1 (C): -0.173, atom 2 (C): -0.006, atom 3 (C): -0.628, atom 4 (C): -0.454, atom 5 (N): -0.098, atom 6 (O): -0.930, atom 7 (O): -0.899, atom 8 (O): -0.892

---

Entry 3:
ORCA calculation (wB97M-V/def2-TZVPD) on C4H7NO4 in the gas phase at a distorted geometry.

The geometry in ORCA input format:
```
! RIJCOSX wB97M-V def2-TZVPD def2/J DEFGRID3
* xyz 0 1
C 0.499 -0.449 0.292
C 0.460 0.069 1.661
C -0.928 -0.618 -0.421
C -0.948 0.664 -1.151
H 2.481 -1.019 0.522
H 1.489 -2.245 0.694
H 0.847 0.429 -0.249
H -1.787 -0.613 0.384
H -1.200 -1.480 -1.150
H -1.736 1.501 -2.746
H 0.463 1.820 0.842
N 1.671 -1.382 0.051
O 0.543 -0.606 2.632
O -0.471 1.740 -0.867
O -1.823 0.740 -2.242
O 0.439 1.449 1.749
*
```

Values from the calculation:
E_HOMO	-10.2	eV
relative energy (zero: lowest compared OMol25 entry of this formula, charge and spin)	1.9487	eV
frontier orbital gap	10.6	eV
SMILES string	N[C@@H](CC(=O)O)C(=O)O

Atom charges from the natural (NBO) analysis, given in e for atoms 1 to 8: atom 1 (C): -0.175, atom 2 (C): 0.757, atom 3 (C): -0.536, atom 4 (C): 0.806, atom 5 (H): 0.364, atom 6 (H): 0.358, atom 7 (H): 0.217, atom 8 (H): 0.279

---

Entry 4:
ORCA calculation (wB97M-V/def2-TZVPD) on C4H7NO4 in the gas phase at a distorted geometry.

The geometry in ORCA input format:
```
! RIJCOSX wB97M-V def2-TZVPD def2/J DEFGRID3
* xyz 0 1
C -0.134 -0.478 0.299
C 1.063 1.779 -0.213
C 0.357 -1.197 -1.000
C -0.225 1.036 -0.205
N -1.442 -1.011 0.639
O 0.841 -0.688 1.278
O -0.498 -2.086 -1.444
O 1.318 -0.792 -1.600
O -1.311 1.496 -0.452
H 0.687 -0.099 2.028
H -1.255 -2.100 -0.798
H -2.140 -0.272 0.580
H -1.446 -1.434 1.559
H 1.698 1.335 -0.980
H 0.888 2.832 -0.420
H 1.597 1.679 0.729
*
```

Values from the calculation:
E_HOMO	-9.8	eV
relative energy (zero: lowest compared OMol25 entry of this formula, charge and spin)	0.9407	eV
frontier orbital gap	10.1	eV
SMILES string	CC(=O)[C@](N)(O)C(=O)O

Atom charges from the natural (NBO) analysis, given in e for atoms 1 to 8: atom 1 (C): 0.180, atom 2 (C): -0.742, atom 3 (C): 0.760, atom 4 (C): 0.593, atom 5 (N): -0.882, atom 6 (O): -0.681, atom 7 (O): -0.658, atom 8 (O): -0.582

---

Molar mass values, unit g/mol, following the record order: 117.10 149.17 133.10 133.10.